This record from the Open Molecules 2025 dataset describes one molecule with the formula C4H3NO at a distorted geometry. The level of theory is ωB97M-V/def2-TZVPD.

Geometry as XYZ:
```
9
Properties=species:S:1:pos:R:3:forces:R:3:mulliken_charge:R:1
C 2.2125 0.2063 -0.1759 -0.812 -0.139 0.043 0.25
C 1.0094 0.1151 -0.1122 0.223 -0.416 -0.119 -0.32
C -0.4588 0.0163 -0.1300 -0.649 -1.907 -1.267 0.01
O -1.0954 1.1401 -0.6568 -0.363 -0.216 0.166 -0.48
C -1.1249 -0.8530 0.8126 -0.701 -0.292 2.536 0.01
N -1.6740 -1.7590 1.2911 0.296 0.801 0.268 -0.42
H 3.2843 0.2534 -0.2518 -0.455 0.046 0.084 0.40
H -0.9779 -1.0435 -0.6252 2.200 2.597 -1.811 0.21
H -1.2679 1.8426 -0.0097 0.262 -0.474 0.102 0.34
```
Positions in Å, forces in eV/Å.

The total charge is 0. The value obtained for the orbital gap is 10.38 eV. As for the total energy: -7729.2749 eV. As for the SMILES: C#C[C@H](O)C#N. Its LUMO energy is 0.0124 Eh. The value obtained for the energy above the lowest of the compared OMol25 structures with the same formula, charge and spin is 3.469 eV. For the highest occupied orbital energy, the calculation gives -10.0 eV.